{
  "formula": "C48H54CoN4O3Se",
  "method": "ωB97M-V/def2-TZVPD",
  "s_squared": 3.760,
  "multiplicity": 4,
  "homo_ha": [-0.25169, -0.24952],
  "relative_energy_kcal_mol": 1.5,
  "largest_force_ev_per_a": 0.5,
  "gap_ev": [6.235, 6.088],
  "e_lumo_ev": [-0.6, -0.7],
  "species": ["Co", "C", "C", "C", "C", "C", "C", "C", "Se", "C", "C", "C", "C", "C", "C", "O", "C", "C", "C", "C", "C", "C", "C", "C", "C", "O", "C", "C", "C", "C", "C", "C", "H", "H", "H", "H", "H", "H", "H", "H", "H", "H", "H", "H", "H", "H", "H", "H", "H", "H", "H", "H", "H", "H", "H", "H", "H", "H", "H", "H", "H", "H", "H", "H", "H", "H", "H", "H", "H", "H", "H", "H", "C", "O", "C", "C", "C", "C", "C", "C", "C", "N", "C", "C", "N", "C", "C", "C", "C", "N", "C", "C", "N", "C", "C", "C", "C", "H", "H", "H", "H", "H", "H", "H", "H", "H", "H", "H", "H", "H", "H"],
  "positions_angstrom": [[0.672453, -1.171314, -0.522197], [0.182449, -4.603685, 6.365518], [0.056558, -5.359312, 5.035219], [0.951574, -6.605354, 5.076609], [-1.393809, -5.815132, 4.878627], [0.489981, -4.448399, 3.887759], [-0.342793, -4.078661, 2.845601], [0.118676, -3.241226, 1.841271], [-1.104933, -2.767937, 0.442857], [-1.999235, -1.257175, 1.220315], [-3.156980, -1.494627, 1.951568], [-3.840269, -0.446558, 2.542991], [-3.309113, 0.827789, 2.344314], [-2.164158, 1.112973, 1.613013], [-1.455288, 0.029124, 1.029765], [-0.343982, 0.215561, 0.354817], [-1.760691, 2.599454, 1.518128], [-2.923448, 3.392205, 0.900030], [-0.515695, 2.910443, 0.676840], [-1.488384, 3.128920, 2.934783], [-5.106367, -0.624931, 3.378719], [-4.861142, -0.100952, 4.800545], [-6.261722, 0.161685, 2.744844], [-5.519868, -2.092865, 3.474573], [1.433643, -2.723691, 1.797932], [1.840520, -1.968299, 0.796409], [2.285478, -3.081657, 2.877098], [1.782214, -3.931067, 3.855886], [3.741194, -2.613618, 3.073720], [4.235712, -1.564578, 2.074477], [3.881912, -1.984851, 4.470013], [4.677437, -3.826464, 2.969529], [-0.145833, -5.233221, 7.197100], [-0.430297, -3.699977, 6.353592], [1.214460, -4.304906, 6.558446], [0.641020, -7.272317, 5.885341], [1.997500, -6.341579, 5.243571], [0.891345, -7.154552, 4.134739], [-1.663180, -6.470049, 5.709965], [-1.543003, -6.372096, 3.951014], [-2.084211, -4.968537, 4.883798], [-1.364115, -4.432164, 2.792487], [-3.505058, -2.514591, 2.049221], [-3.832902, 1.663289, 2.796666], [-3.139419, 3.029912, -0.107630], [-2.661173, 4.451675, 0.833965], [-3.838755, 3.310593, 1.488056], [-0.634453, 2.596506, -0.359602], [0.374700, 2.422779, 1.067426], [-0.363855, 3.994663, 0.698928], [-2.362450, 3.039685, 3.581809], [-1.206568, 4.184734, 2.893883], [-0.670601, 2.572972, 3.397848], [-4.615247, 0.962479, 4.797386], [-4.031125, -0.634292, 5.268402], [-5.752412, -0.237594, 5.418955], [-6.041393, 1.229701, 2.699894], [-7.178250, 0.033134, 3.326959], [-6.449554, -0.184394, 1.726241], [-4.745091, -2.698547, 3.950076], [-5.729686, -2.517671, 2.490392], [-6.427072, -2.178453, 4.076501], [2.449694, -4.207092, 4.665227], [3.613729, -0.670760, 2.106913], [4.233096, -1.944422, 1.053882], [5.259526, -1.291514, 2.349074], [3.216456, -1.124840, 4.570013], [4.909510, -1.644807, 4.624453], [3.640743, -2.687819, 5.267770], [4.592170, -4.292362, 1.985580], [4.445930, -4.584163, 3.719753], [5.716276, -3.516247, 3.113882], [2.333624, 7.765362, -10.771037], [1.347250, 6.754481, -10.642373], [1.411414, 5.944455, -9.559296], [2.386879, 6.027659, -8.571655], [2.349667, 5.138514, -7.502890], [1.362388, 4.171233, -7.402439], [0.389874, 4.102342, -8.403791], [0.411636, 4.974517, -9.467076], [1.291221, 3.218609, -6.285960], [0.333788, 2.338413, -6.111995], [0.667416, 1.673241, -4.958927], [1.836304, 2.149558, -4.432248], [2.232392, 3.147391, -5.293364], [2.421436, 1.644323, -3.227304], [3.608603, 2.099310, -2.630599], [4.040881, 1.527572, -1.463910], [3.275553, 0.508313, -0.882947], [2.160688, 0.075653, -1.431906], [1.730040, 0.611773, -2.586223], [0.485191, 0.076020, -3.145465], [-0.112951, -0.931366, -2.475408], [-1.247140, -1.417692, -2.933216], [-1.858518, -0.937787, -4.100369], [-1.258642, 0.076004, -4.795090], [-0.050203, 0.606727, -4.318161], [2.100024, 8.300679, -11.685936], [3.333103, 7.331886, -10.850036], [2.299980, 8.457778, -9.927026], [3.169250, 6.769722, -8.617614], [3.119001, 5.231604, -6.744393], [-0.382663, 3.349355, -8.327238], [-0.337498, 4.927796, -10.245949], [3.056846, 3.715587, -5.218086], [4.178615, 2.898357, -3.089449], [4.950348, 1.854485, -0.980184], [3.559668, 0.033926, 0.046567], [-1.692194, -2.219459, -2.356551], [-2.794843, -1.369409, -4.424541], [-1.690808, 0.484108, -5.699468]],
  "forces_ev_per_angstrom": [[0.103, -0.028, 0.525], [0.001, 0.014, 0.014], [-0.006, 0.018, -0.029], [0.013, -0.014, -0.010], [-0.034, -0.004, 0.001], [-0.002, -0.033, -0.006], [0.010, 0.002, 0.005], [0.103, 0.081, 0.007], [0.008, 0.017, -0.041], [-0.078, -0.067, 0.021], [0.017, 0.014, -0.011], [0.010, 0.009, 0.000], [0.011, 0.045, -0.018], [-0.070, 0.087, 0.055], [0.162, 0.067, -0.073], [-0.126, 0.005, -0.072], [0.002, -0.057, -0.003], [-0.025, 0.017, -0.014], [-0.007, -0.010, 0.005], [0.013, 0.006, 0.031], [0.026, -0.002, -0.013], [0.014, 0.002, 0.017], [-0.015, 0.004, -0.020], [-0.014, -0.030, 0.006], [-0.026, -0.044, -0.155], [0.020, -0.094, -0.039], [0.008, -0.032, 0.088], [0.041, 0.051, 0.021], [-0.054, -0.005, -0.020], [0.024, -0.035, -0.046], [0.012, 0.004, 0.027], [0.015, -0.027, -0.011], [0.007, -0.001, -0.014], [-0.001, -0.014, 0.002], [-0.014, 0.001, -0.006], [0.003, 0.011, -0.003], [-0.014, 0.002, -0.008], [-0.007, 0.002, 0.010], [-0.001, 0.003, -0.007], [0.010, -0.003, 0.015], [0.016, -0.003, 0.001], [0.004, 0.010, -0.003], [0.016, 0.001, -0.004], [0.013, -0.024, -0.008], [0.005, 0.004, 0.009], [-0.002, -0.009, 0.002], [0.019, 0.007, -0.016], [-0.016, -0.009, -0.003], [-0.005, -0.005, 0.014], [0.013, -0.021, -0.020], [0.012, -0.004, -0.012], [-0.003, -0.007, 0.003], [-0.004, 0.008, -0.005], [0.002, -0.014, -0.002], [-0.013, 0.000, -0.002], [0.003, 0.002, -0.013], [0.005, -0.013, -0.004], [0.012, -0.001, 0.003], [-0.002, -0.002, 0.012], [-0.005, 0.014, -0.003], [-0.004, 0.013, 0.010], [0.006, -0.006, -0.005], [-0.025, -0.013, -0.036], [-0.018, 0.029, 0.015], [0.003, -0.003, 0.036], [-0.019, 0.022, -0.013], [0.008, -0.006, -0.004], [-0.010, -0.005, -0.002], [0.031, 0.035, -0.005], [0.001, 0.008, 0.005], [-0.018, 0.007, -0.003], [-0.010, -0.001, -0.001], [-0.031, -0.056, 0.021], [0.028, 0.046, -0.009], [0.032, 0.034, -0.011], [-0.052, -0.065, 0.023], [0.069, 0.070, -0.016], [-0.033, -0.120, 0.109], [-0.042, -0.006, -0.042], [-0.007, -0.032, 0.027], [0.005, 0.123, -0.143], [0.058, -0.008, 0.088], [-0.278, -0.195, -0.094], [0.244, 0.108, 0.117], [0.031, -0.033, 0.067], [0.111, 0.174, -0.109], [-0.053, 0.057, -0.132], [0.006, -0.100, 0.118], [0.030, 0.051, 0.004], [-0.138, -0.051, -0.008], [-0.281, -0.164, -0.076], [0.288, 0.098, 0.150], [0.014, 0.050, -0.034], [-0.114, -0.022, -0.168], [-0.032, -0.172, 0.198], [0.106, 0.145, -0.092], [-0.115, 0.066, -0.168], [-0.010, -0.002, -0.009], [0.016, 0.003, 0.000], [0.004, 0.012, 0.007], [0.008, 0.004, 0.004], [-0.017, 0.001, -0.011], [0.008, 0.009, 0.003], [0.006, 0.005, 0.000], [-0.019, -0.010, -0.013], [-0.004, -0.002, 0.003], [-0.004, 0.002, -0.006], [0.005, -0.012, 0.021], [-0.011, 0.026, 0.004], [0.012, -0.004, -0.010], [0.006, -0.001, 0.006]],
  "lowdin_spin": [2.666, 0.000, 0.000, 0.000, 0.000, 0.004, 0.001, 0.006, 0.048, 0.006, 0.001, 0.004, 0.000, 0.005, 0.005, 0.075, 0.000, 0.000, 0.001, 0.000, 0.000, 0.000, 0.000, 0.000, 0.004, 0.073, 0.005, 0.000, 0.001, 0.000, 0.000, 0.000, 0.000, 0.000, 0.000, 0.000, 0.000, 0.000, 0.000, 0.000, 0.000, 0.001, 0.001, 0.000, 0.000, 0.000, 0.000, 0.000, 0.000, 0.000, 0.000, 0.000, 0.000, 0.000, 0.000, 0.000, 0.000, 0.000, 0.000, 0.000, 0.000, 0.000, 0.000, 0.000, 0.000, 0.000, 0.000, 0.000, 0.000, 0.000, 0.000, 0.000, 0.000, 0.000, 0.000, 0.000, 0.000, 0.000, 0.000, 0.000, 0.000, 0.000, 0.000, 0.000, 0.000, 0.001, 0.001, 0.001, 0.004, 0.032, 0.004, 0.006, 0.027, 0.007, 0.000, 0.004, 0.001, 0.000, 0.000, 0.000, 0.000, 0.000, 0.000, 0.000, 0.000, 0.000, 0.000, 0.000, 0.001, 0.000, 0.000]
}